A structure of composition C35H30ClNO13S2Si in a non-equilibrium geometry, computed with wB97M-V/def2-TZVPD.

Output
LUMO	-2.06	eV
total charge	0
HOMO-LUMO gap	0.2731	Ha

CARTESIAN COORDINATES (ANGSTROEM)
O: -0.5110 -2.1231 0.4973
S: 0.8791 -1.8659 -0.0235
O: 1.0850 -2.7297 -1.2562
Cl: 2.2227 -2.5009 1.4693
C: 1.2105 -0.1028 -0.4614
C: 0.6236 0.9714 0.5695
C: -0.9734 0.9801 0.7097
C: -1.7768 0.9414 -0.6836
Si: -3.3836 -0.0957 -0.3549
O: -4.2959 -0.1296 -1.8476
N: -4.3560 0.5355 1.0140
C: -4.0678 -0.2019 2.0335
S: -3.2407 -0.8132 3.3712
H: 2.3578 0.0214 -0.4407
H: 0.9012 0.1761 -1.5299
H: 1.0407 0.7186 1.6155
H: 1.0606 2.0086 0.3199
H: -1.2549 1.9723 1.2259
H: -1.2863 0.1299 1.4107
H: -2.1195 2.0140 -0.9382
H: -1.1928 0.5233 -1.5655
H: -3.0739 -1.5057 -0.0451
H: -3.7788 -0.6873 -2.4749
C: 6.4222 1.5688 1.0584
C: 7.4610 0.8129 1.4146
C: 7.2726 -0.4349 2.1859
O: 8.2197 -1.1239 2.5127
C: 5.8890 -0.8114 2.5449
C: 4.8511 -0.0551 2.1887
C: 5.0388 1.1911 1.4181
O: 4.0893 1.8813 1.0903
H: 6.5413 2.4855 0.4943
H: 8.4804 1.0741 1.1590
H: 5.7692 -1.7279 3.1087
H: 3.8323 -0.3157 2.4438
C: 2.9867 -1.9954 -3.9090
C: 2.9448 -1.7713 -5.2227
C: 3.6522 -0.6232 -5.8275
O: 3.6101 -0.4165 -7.0262
C: 4.4101 0.2661 -4.9210
C: 4.4524 0.0420 -3.6072
C: 3.7438 -1.1064 -3.0029
O: 3.7800 -1.3138 -1.8055
H: 2.4735 -2.8301 -3.4478
H: 2.3951 -2.4124 -5.9009
H: 4.9225 1.1017 -5.3815
H: 5.0012 0.6836 -2.9286
C: 0.7459 -1.5731 5.6734
C: 2.0544 -1.4224 5.4671
C: 2.6847 -0.0854 5.4872
O: 3.8788 0.0528 5.2971
C: 1.8094 1.0776 5.7458
C: 0.5007 0.9271 5.9522
C: -0.1296 -0.4100 5.9325
O: -1.3221 -0.5486 6.1232
H: 0.2673 -2.5444 5.6618
H: 2.7100 -2.2634 5.2770
H: 2.2881 2.0488 5.7575
H: -0.1548 1.7679 6.1426
C: 0.2904 0.8549 -5.9270
C: 1.0001 1.4103 -6.9103
C: 0.4890 2.5787 -7.6590
O: 1.1339 3.0850 -8.5567
C: -0.8378 3.1073 -7.2740
C: -1.5468 2.5512 -6.2905
C: -1.0353 1.3831 -5.5421
O: -1.6804 0.8761 -4.6427
H: 0.6490 -0.0015 -5.3686
H: 1.9723 1.0358 -7.2029
H: -1.1966 3.9633 -7.8318
H: -2.5197 2.9253 -5.9966
C: -8.5341 0.0940 2.5753
C: -7.5314 -0.6956 2.9616
C: -7.7852 -1.9492 3.7024
O: -6.8711 -2.6683 4.0564
C: -9.1925 -2.2947 3.9969
C: -10.1950 -1.5052 3.6105
C: -9.9415 -0.2512 2.8696
O: -10.8557 0.4687 2.5150
H: -8.3667 1.0160 2.0326
H: -6.4960 -0.4577 2.7526
H: -9.3596 -3.2168 4.5395
H: -11.2309 -1.7429 3.8186

Cartesian forces, eV/Å:
O 3.795 1.692 -0.277
S -4.184 -3.952 -3.593
O 0.603 2.797 3.373
Cl -0.523 0.779 -0.774
C 1.527 2.168 0.670
C -0.091 -0.558 0.961
C 0.298 0.698 -0.043
C -0.596 0.726 0.937
Si -0.054 0.001 -2.805
O 1.437 -0.314 1.600
N 1.135 -3.873 3.795
C 1.965 2.718 -0.853
S -2.687 1.158 -3.156
H -1.718 -0.530 0.007
H 0.088 -1.305 1.486
H -0.485 0.411 -1.557
H -0.715 -1.709 0.065
H 0.425 -1.617 -0.621
H 0.520 1.157 -1.089
H 0.668 -1.637 0.143
H -0.864 0.426 1.120
H 0.103 0.160 0.091
H -0.633 0.628 0.505
C 0.296 -0.017 -0.022
C -0.100 0.295 -0.174
C 0.313 -0.326 0.172
O -0.222 0.198 -0.109
C -0.338 0.043 -0.027
C 0.141 -0.204 0.097
C -0.292 0.124 -0.039
O 0.141 -0.160 -0.014
H -0.038 0.005 0.012
H -0.001 -0.040 0.028
H 0.041 0.025 0.018
H 0.021 0.047 -0.002
C -0.171 -0.245 -0.232
C -0.058 -0.117 0.202
C 0.036 -0.071 -0.334
O 0.051 -0.045 0.278
C 0.111 0.139 0.269
C 0.078 0.207 -0.224
C 0.009 -0.136 0.281
O 0.150 0.183 -0.140
H 0.003 0.060 0.092
H 0.026 0.020 -0.025
H -0.015 -0.021 -0.038
H -0.010 -0.026 0.021
C 0.279 -0.185 -0.082
C -0.237 -0.178 0.000
C 0.354 0.033 -0.023
O -0.229 -0.040 -0.006
C -0.267 0.154 0.048
C 0.250 0.224 -0.031
C -0.443 -0.056 0.074
O 0.270 0.033 -0.066
H -0.039 0.031 -0.001
H 0.022 0.031 0.008
H 0.037 -0.029 -0.010
H -0.029 -0.044 0.000
C 0.258 0.057 -0.184
C 0.020 -0.192 0.204
C 0.188 0.204 -0.337
O -0.167 -0.120 0.249
C -0.290 0.006 0.188
C 0.016 0.233 -0.231
C -0.209 -0.198 0.302
O 0.158 0.103 -0.137
H -0.044 -0.024 0.022
H -0.061 0.059 -0.090
H 0.035 -0.011 -0.017
H 0.010 -0.044 0.030
C 0.332 -0.042 0.004
C -0.131 0.287 -0.158
C 0.382 -0.258 0.127
O -0.230 0.138 -0.077
C -0.345 0.053 -0.003
C 0.090 -0.287 0.158
C -0.311 0.278 -0.141
O 0.204 -0.173 0.092
H -0.037 -0.008 -0.005
H -0.072 -0.045 0.047
H 0.050 0.002 -0.004
H 0.002 0.044 -0.028